{"formula": "C7H10BrClN", "method": "wB97M-V/def2-TZVPD", "smiles": "CC[N+](/C=C\\C=C\\Cl)=C\\Br", "de_lowest_kcal_mol": 0.0, "e_lumo_ev": -4.84, "orbital_gap_ev": 8.31, "max_force_ha_per_bohr": 0.092, "e_tot_ev": -91466.31302, "charge": 1, "species": ["C", "C", "C", "C", "C", "C", "C", "N", "Cl", "Br", "H", "H", "H", "H", "H", "H", "H", "H", "H", "H"], "xyz": [[0.75207, 1.53004, -0.29348], [1.99924, 0.95478, 0.23211], [-0.39582, 0.85472, -0.45600], [3.09313, 1.21161, -0.36404], [0.53975, -1.29111, -0.21746], [-2.59124, -0.45871, 0.92149], [-1.76503, -1.15858, -0.17328], [-0.42216, -0.50890, -0.30534], [4.54754, 0.61660, 0.25890], [0.58550, -3.12605, -0.15376], [0.72891, 2.63642, -0.59196], [2.10398, 0.39060, 1.06419], [-1.31875, 1.37550, -0.83899], [1.57681, -0.87927, -0.23756], [-2.83436, 0.61433, 0.59059], [-3.50942, -0.86614, 1.08800], [-2.08033, -0.45227, 1.85636], [-2.35043, -0.99768, -1.13783], [-1.63475, -2.23828, 0.11253], [2.97537, 1.79239, -1.35447]], "forces_ev_per_angstrom": [[-0.9, 1.3, -0.1], [-2.9, 2.0, -0.7], [0.4, 3.0, -0.9], [2.1, 1.9, -3.7], [4.6, -1.0, -0.2], [2.0, 2.9, -1.7], [-2.3, 0.1, -0.1], [-4.0, -2.0, 0.6], [0.7, 0.1, -0.4], [-0.1, -0.2, 0.1], [0.2, -1.8, 0.6], [-0.6, -1.6, 2.9], [1.1, -1.1, 0.5], [-1.2, -0.6, -0.3], [0.5, -1.4, 0.7], [-2.5, -1.7, 0.1], [0.5, 0.2, 0.7], [1.1, -0.6, 0.9], [-0.2, 1.3, -0.8], [1.3, -0.8, 1.6]], "mulliken_charge": [-0.49, -1.08, -0.06, 0.11, 0.14, -1.22, -0.37, 0.18, -0.12, -0.03, 0.36, 0.85, 0.31, 0.49, 0.33, 0.43, 0.35, 0.24, 0.26, 0.31]}



{"formula": "C6H10F3O4PS", "method": "wB97M-V/def2-TZVPD", "de_lowest_kcal_mol": 0.0, "e_lumo_ev": 0.37, "orbital_gap_ev": 9.77, "max_force_ha_per_bohr": 0.015, "e_tot_ev": -42850.40460, "species": ["C", "P", "O", "C", "C", "O", "S", "O", "O", "C", "C", "F", "F", "F", "C", "H", "H", "H", "H", "H", "H", "H", "H", "H", "H"], "xyz": [[-2.14583, 1.45662, -0.83678], [-1.43164, 1.85195, 0.80817], [-2.34824, 0.83065, 1.74688], [0.11318, 0.79848, 0.84301], [1.00681, 1.24265, -0.30524], [2.37592, 0.78626, -0.23866], [2.78259, -0.25655, 0.94131], [4.18881, -0.49569, 0.71917], [2.09173, -1.66422, 0.39544], [0.69528, -1.72078, 0.14023], [0.46181, -1.79160, -1.39497], [1.41357, -1.21093, -2.11562], [0.40420, -3.07075, -1.78792], [-0.70787, -1.23203, -1.76308], [-0.18131, -0.73072, 0.92050], [-2.87827, 2.24114, -1.06064], [-1.41252, 1.44410, -1.64394], [-2.67283, 0.49702, -0.82762], [-3.02936, 1.35330, 2.18988], [0.55701, 1.10843, 1.79753], [1.04979, 2.33946, -0.34055], [0.60385, 0.90446, -1.25880], [0.39295, -2.72245, 0.46958], [-1.21738, -0.93093, 0.63017], [-0.11226, -1.02789, 1.97196]], "forces_ev_per_angstrom": [[-0.3, 0.1, -0.1], [0.2, -0.2, -0.2], [-0.3, 0.3, 0.2], [-0.3, -0.2, 0.0], [0.0, 0.3, 0.1], [-0.1, -0.3, 0.1], [0.7, -0.1, -0.2], [-0.7, 0.1, 0.2], [0.0, 0.3, -0.2], [-0.1, -0.2, 0.1], [0.0, 0.0, 0.0], [0.2, 0.2, 0.0], [0.0, -0.3, 0.0], [-0.2, 0.1, 0.1], [0.0, 0.2, 0.0], [0.1, -0.2, 0.0], [0.0, 0.1, 0.0], [0.2, 0.1, 0.1], [0.1, -0.2, 0.1], [0.1, 0.0, -0.2], [0.1, -0.2, 0.0], [0.1, -0.1, 0.0], [0.0, 0.2, 0.0], [0.2, 0.0, 0.0], [0.0, 0.0, -0.2]], "mulliken_charge": [-0.90, 0.01, -0.54, 0.47, -0.98, -0.33, 0.67, -0.53, -0.45, 0.03, 0.73, -0.24, -0.31, -0.25, -1.01, 0.41, 0.29, 0.25, 0.34, 0.44, 0.44, 0.31, 0.44, 0.51, 0.20]}



{"formula": "C49H47CsN8O4P2S2", "method": "wB97M-V/def2-TZVPD", "de_lowest_kcal_mol": 7.6, "e_lumo_ev": 0.15, "orbital_gap_ev": 7.93, "max_force_ha_per_bohr": 0.048, "e_tot_ev": -112487.05722, "species": ["Cs", "C", "C", "N", "C", "C", "N", "C", "O", "O", "C", "O", "O", "H", "H", "H", "H", "H", "N", "C", "C", "C", "C", "C", "C", "S", "N", "C", "C", "C", "C", "C", "C", "N", "H", "H", "H", "H", "H", "H", "H", "H", "H", "C", "S", "C", "C", "C", "N", "P", "C", "C", "C", "C", "C", "C", "C", "C", "C", "C", "C", "C", "P", "C", "C", "C", "C", "C", "C", "C", "C", "C", "C", "C", "C", "H", "H", "H", "H", "H", "H", "H", "H", "H", "H", "H", "H", "H", "H", "H", "H", "H", "H", "H", "H", "H", "H", "H", "H", "H", "H", "H", "H", "H", "N", "C", "C", "N", "C", "H", "H", "H", "H"], "xyz": [[1.99016, 0.66573, 0.95832], [-0.83421, 0.07436, 4.88653], [0.45968, 0.80489, 4.93882], [1.22132, 1.09280, 3.90427], [2.28332, 1.81373, 4.40626], [2.15817, 1.94179, 5.76650], [0.99052, 1.29698, 6.07940], [2.89755, 2.60021, 6.87546], [3.98077, 3.25938, 6.55808], [2.45873, 2.50840, 8.00459], [3.35157, 2.40313, 3.52707], [4.23260, 3.10081, 4.08615], [3.26906, 2.15001, 2.30565], [-1.28287, 0.22485, 3.90601], [-1.52269, 0.44415, 5.64767], [-0.69174, -0.99544, 5.04256], [0.64245, 1.23446, 7.02404], [4.13806, 3.20751, 5.53817], [-2.15661, 3.34251, 0.04235], [-3.48100, 3.20780, -0.39710], [-4.12005, 4.21496, -1.10461], [-5.41777, 4.02255, -1.55833], [-6.09567, 2.84798, -1.26647], [-5.47721, 1.86649, -0.50244], [-4.16621, 2.03832, -0.08676], [-3.30012, 0.80311, 0.82168], [-2.22387, 1.73509, 1.76993], [-1.76549, 2.80736, 1.24628], [-0.72137, 3.59605, 1.96720], [-0.60438, 3.52855, 3.34651], [0.39395, 4.27132, 3.95398], [1.24098, 5.02777, 3.16090], [1.02823, 5.04264, 1.79065], [0.05545, 4.35709, 1.19603], [-1.63513, 4.16344, -0.23312], [-3.59307, 5.13790, -1.31436], [-5.90284, 4.80089, -2.13243], [-7.10820, 2.69972, -1.61605], [-6.00347, 0.95593, -0.24493], [-1.28037, 2.89936, 3.90677], [0.52099, 4.24710, 5.02854], [2.05659, 5.59253, 3.58975], [1.66757, 5.62954, 1.14201], [-4.47526, -4.02066, -0.41368], [-4.81528, -2.92096, -1.79930], [-3.19054, -2.90063, -2.59125], [-2.09593, -2.33089, -1.70418], [-0.77581, -2.20176, -2.44720], [0.28724, -1.51874, -1.68334], [1.24823, -2.32536, -0.49583], [1.33517, -4.05026, -1.10517], [2.55489, -4.45757, -1.64305], [2.71174, -5.73573, -2.16276], [1.64862, -6.62489, -2.13879], [0.43300, -6.23861, -1.58734], [0.27915, -4.96196, -1.07140], [0.17456, -2.57587, 0.97389], [-0.99942, -1.88137, 1.24063], [-1.74334, -2.15792, 2.38076], [-1.30442, -3.11188, 3.28559], [-0.10077, -3.76822, 3.06130], [0.63355, -3.49802, 1.91808], [1.10102, -0.14895, -2.34981], [1.27639, -0.63455, -4.11242], [0.83886, 0.13529, -5.18662], [1.06540, -0.28287, -6.49274], [1.72368, -1.47615, -6.74161], [2.16724, -2.25046, -5.67664], [1.95320, -1.82612, -4.37652], [-0.12812, 1.19485, -2.53846], [0.43044, 2.47021, -2.51353], [-0.32446, 3.59022, -2.84481], [-1.65762, 3.44331, -3.18609], [-2.24430, 2.18220, -3.16205], [-1.48641, 1.06916, -2.84363], [-5.42859, -4.23170, 0.06783], [-3.81097, -3.56833, 0.32200], [-4.05033, -4.96289, -0.76218], [-3.31866, -2.29040, -3.48919], [-2.93898, -3.91080, -2.92615], [-1.96630, -2.97377, -0.83312], [-2.41182, -1.35636, -1.32201], [-0.92761, -1.64750, -3.37609], [-0.42376, -3.19239, -2.75376], [3.39375, -3.76985, -1.63301], [3.66699, -6.03832, -2.57173], [1.76865, -7.62362, -2.53812], [-0.39433, -6.93606, -1.55830], [-0.66737, -4.67213, -0.62956], [-1.35158, -1.13051, 0.54566], [-2.66815, -1.62147, 2.55639], [-1.88916, -3.33513, 4.16900], [0.26083, -4.49868, 3.77366], [1.56196, -4.03256, 1.74569], [0.31427, 1.06618, -5.01326], [0.71772, 0.32719, -7.31657], [1.89363, -1.80281, -7.75925], [2.68511, -3.18351, -5.85907], [2.30807, -2.43489, -3.55454], [1.47910, 2.58923, -2.26022], [0.13498, 4.57046, -2.83893], [-2.24927, 4.30848, -3.45744], [-3.29639, 2.06987, -3.39370], [-1.96007, 0.09849, -2.85460], [6.20742, 0.73659, 1.21795], [6.10899, 1.72115, 0.27196], [5.27041, 1.22477, -0.67980], [4.83831, -0.03470, -0.33039], [5.42514, -0.29342, 0.81130], [6.68206, 0.80992, 2.10081], [6.60962, 2.66652, 0.37411], [4.94008, 1.70152, -1.58764], [5.31208, -1.19717, 1.38866]], "forces_ev_per_angstrom": [[-1.5, -1.2, -1.4], [0.0, 0.0, 0.0], [0.0, 0.0, -0.1], [0.1, 0.0, 0.2], [0.1, 0.0, 0.1], [-0.1, 0.0, 0.0], [0.0, 0.0, 0.0], [0.1, 0.1, 0.0], [-0.1, -0.1, 0.2], [0.0, 0.0, 0.0], [0.0, -0.1, 0.0], [0.1, 0.0, -0.1], [1.3, 1.5, 1.4], [0.0, 0.0, 0.0], [0.0, 0.0, 0.0], [0.0, 0.0, 0.0], [0.0, 0.0, 0.0], [0.0, 0.0, -0.1], [0.0, -0.1, -0.1], [0.0, 0.0, 0.1], [0.0, 0.0, 0.0], [0.0, 0.0, 0.0], [0.0, 0.0, 0.0], [0.0, 0.0, 0.0], [0.0, 0.0, 0.0], [0.0, 0.0, 0.0], [0.0, 0.0, 0.0], [0.0, 0.1, 0.1], [-0.1, -0.1, 0.0], [0.0, 0.0, 0.0], [0.0, 0.0, 0.0], [0.0, 0.0, 0.0], [0.0, 0.0, 0.0], [0.0, 0.0, 0.0], [0.0, 0.0, 0.0], [0.0, 0.0, 0.0], [0.0, 0.0, 0.0], [0.0, 0.0, 0.0], [0.0, 0.0, 0.0], [0.0, 0.0, 0.0], [0.0, 0.0, 0.0], [0.0, 0.0, 0.0], [0.0, 0.0, 0.0], [0.0, -0.1, 0.1], [0.0, 0.0, 0.0], [0.0, 0.0, 0.0], [0.0, 0.0, 0.0], [0.0, 0.0, 0.0], [0.0, -0.1, -0.1], [0.0, -0.1, -0.1], [0.1, 0.0, 0.0], [0.0, 0.0, 0.0], [0.0, 0.0, 0.0], [0.0, 0.0, 0.0], [0.0, 0.0, 0.0], [0.0, 0.0, 0.0], [0.0, -0.2, -0.1], [0.1, 0.1, 0.0], [0.0, 0.0, 0.0], [0.0, 0.0, 0.0], [0.0, 0.0, 0.0], [-0.1, 0.0, 0.0], [0.0, -0.1, -0.1], [0.0, 0.0, 0.0], [0.0, 0.0, 0.0], [0.0, 0.0, 0.0], [0.0, 0.0, 0.0], [0.0, 0.0, 0.0], [0.0, 0.0, 0.0], [0.0, 0.0, 0.0], [0.0, 0.0, 0.0], [0.0, 0.0, 0.0], [0.0, 0.0, 0.0], [0.0, 0.0, 0.0], [0.0, 0.0, 0.0], [0.0, 0.0, 0.0], [0.0, 0.0, 0.0], [0.0, 0.0, 0.0], [0.0, 0.0, 0.0], [0.0, 0.0, 0.0], [0.0, 0.0, 0.0], [0.0, 0.0, 0.0], [0.0, 0.0, 0.0], [0.0, 0.0, 0.0], [0.0, 0.0, 0.0], [0.0, 0.0, 0.0], [0.0, 0.0, 0.0], [0.0, 0.0, 0.0], [0.0, 0.0, 0.0], [0.0, 0.0, 0.0], [0.0, 0.0, 0.0], [0.0, 0.0, 0.0], [0.0, 0.0, 0.0], [0.0, 0.0, 0.0], [0.0, 0.0, 0.0], [0.0, 0.0, 0.0], [0.0, 0.0, 0.0], [0.0, 0.0, 0.0], [0.0, 0.0, 0.1], [0.0, 0.0, 0.0], [0.0, 0.0, 0.0], [0.0, 0.0, 0.0], [0.0, 0.0, 0.0], [0.0, 0.0, 0.0], [0.0, 0.0, 0.0], [0.0, 0.0, 0.0], [-0.1, 0.0, 0.0], [0.1, -0.1, 0.0], [0.0, 0.1, 0.1], [0.0, 0.0, 0.0], [0.0, 0.0, 0.0], [0.0, 0.0, 0.0], [0.0, 0.0, 0.0]], "mulliken_charge": [1.82, -0.85, -0.04, 0.25, 0.70, -0.33, 0.03, 0.49, -0.60, -0.67, -0.12, -0.94, -0.56, -0.15, 0.46, 0.42, 0.24, 0.45, 0.43, -0.78, -0.55, -0.71, -0.70, -0.47, 1.06, -0.11, -0.43, -0.38, 0.90, -0.55, -0.48, -0.45, -0.51, -0.33, 0.39, 0.47, 0.40, 0.41, 0.46, 0.58, 0.44, 0.41, 0.45, -0.47, -0.12, -1.11, 0.94, -1.51, 0.55, 0.25, -0.07, -0.56, -0.63, -0.57, -0.75, -0.14, 0.14, 0.90, -0.54, -0.72, -0.93, -0.89, -0.22, 0.22, -0.36, -0.69, -0.54, -0.70, -0.33, 1.18, -0.50, -0.88, -0.75, -0.56, 0.00, 0.40, -0.10, 0.24, 0.38, 0.38, -0.36, -0.35, 0.99, 0.44, 0.49, 0.44, 0.39, 0.46, 0.37, -0.10, 0.49, 0.44, 0.43, 0.53, 0.31, 0.42, 0.38, 0.45, 0.34, 0.47, 0.42, 0.45, 0.44, 0.10, 0.05, -0.42, -0.35, -0.24, -0.41, 0.20, 0.41, 0.40, 0.42]}